Molecular formula: C4H13N3O
Method: DFT, wB97M-V/def2-TZVPD

Last column: Mulliken charge in e.
Positions of all 21 atoms, in Å:
C1 -0.682 0.550 2.164  -0.86
N1 -0.138 -0.668 1.590  -0.02
N2 1.282 -0.761 1.798  -0.58
C2 -0.455 -0.910 0.037  -0.67
C3 -0.367 0.321 -0.845  0.31
N3 0.900 0.998 -0.805  -0.69
C4 -0.648 -0.364 -2.342  -0.49
O1 0.575 -0.702 -2.970  -0.51
H1 -0.564 0.555 3.257  0.29
H2 -0.206 1.469 1.793  0.26
H3 -1.755 0.626 1.959  0.30
H4 1.496 -1.089 2.741  0.24
H5 1.827 0.092 1.678  0.18
H6 0.246 -1.696 -0.258  0.32
H7 -1.472 -1.313 0.024  0.29
H8 -1.197 1.003 -0.644  0.25
H9 0.982 1.588 0.018  0.16
H10 1.326 1.569 -1.542  0.21
H11 -1.130 0.407 -2.950  0.30
H12 -1.319 -1.228 -2.341  0.32
H13 1.297 -0.449 -2.361  0.38

Values from the calculation:
HOMO in eV: -8.7
DFT total energy in Ha: -399.625327
SMILES: CN(N)C[C@@H](N)CO
E_LUMO in eV: 0.87
2S+1: 1
ΔE to the lowest compared entry with this formula, charge and spin in kcal per mole: 76.53